ORCA calculation (the ωB97M-V functional and the def2-TZVPD basis) on a cluster of 11 separate species, C22H66O11 in total in a non-equilibrium geometry.

Structure (ORCA input):
```
! wB97M-V def2-TZVPD RIJCOSX def2/J DEFGRID3
* xyz 0 1
H 3.93 0.52 -3.40
H -3.61 4.03 -4.10
H 3.14 1.09 4.92
H 0.12 -0.94 5.16
H -0.71 -5.19 -2.39
C 0.02 -4.43 -2.04
H 5.60 0.53 -3.95
O -0.36 0.90 -0.68
H 0.59 -0.41 0.57
O 1.78 2.60 -1.29
C -3.68 -5.50 0.61
H -4.26 -0.22 -1.48
H 0.51 4.26 -1.81
C -3.23 2.65 3.26
C 0.89 -4.12 -3.28
H -0.08 -1.44 3.50
O -0.49 0.51 3.71
H -4.27 -2.30 -2.73
H -0.56 -1.11 -0.55
H 5.20 -0.16 -2.40
H 0.43 0.81 3.58
C -4.08 -2.37 -1.67
O -2.14 1.31 1.61
H -3.48 3.61 -1.07
H -2.25 -0.71 5.71
H 0.96 2.19 -4.06
O 2.25 1.05 3.16
O -3.40 -1.02 0.20
C 3.49 1.27 3.92
H -4.50 5.09 -2.90
H -5.00 -2.64 -1.13
H 3.07 3.22 3.73
C -2.92 3.95 -1.99
H 0.84 -6.03 -3.84
H -4.45 -5.81 1.30
H 2.66 -1.82 1.22
H -3.32 -3.01 -1.38
H -1.64 0.99 2.42
H -0.99 1.02 0.05
H 3.82 2.62 -1.15
H -3.38 -2.74 1.54
H -2.02 -4.11 0.71
C 0.36 2.81 -3.38
H -2.18 -5.19 2.03
H 2.00 -1.42 -1.13
H -2.62 -0.54 4.00
C 3.99 2.69 3.65
H 3.75 -1.46 2.62
H -2.38 3.26 3.05
H -3.88 2.39 1.22
H -2.95 -0.22 0.51
C 5.14 2.01 -2.48
H 4.30 -2.60 1.49
C 3.73 -1.67 1.57
H -0.52 2.27 -2.95
H -2.25 -2.22 4.60
O -2.35 5.25 -1.87
H -4.28 -5.10 -0.20
C 4.39 -0.61 0.59
O 3.61 0.51 0.55
H 4.63 3.09 4.43
H 1.93 4.03 -2.80
H -3.27 -6.42 0.23
C 0.24 -0.41 -0.47
H -4.12 0.95 2.10
H -2.13 3.21 -2.25
C -3.58 -1.00 -1.28
C -4.03 4.15 -3.10
H -2.63 -0.77 -1.76
C 1.39 -0.57 -1.46
H 1.08 -0.84 -2.49
O 4.68 2.18 -1.15
H -0.51 -3.46 -1.81
H 0.35 -3.53 -4.06
H -4.04 3.38 3.40
C 4.95 0.65 -3.11
H 4.46 2.84 2.71
H 4.26 0.52 3.72
H 0.00 3.57 -4.06
H -3.01 2.07 4.15
O -3.50 -3.59 2.04
H 2.00 0.34 -1.54
H 5.48 -0.41 0.74
O 1.46 -5.28 -3.95
H 4.07 1.17 0.03
H -4.72 3.34 -3.00
H 0.59 -4.84 -1.18
C -3.44 1.79 2.04
C -0.55 -0.79 4.29
H 2.51 1.07 2.26
H 1.74 -3.54 -3.01
C -2.02 -1.13 4.68
H 4.66 2.71 -3.23
H 4.43 -1.03 -0.41
H -1.43 5.18 -1.65
H 6.25 2.22 -2.54
C -2.77 -4.58 1.34
C 1.15 3.46 -2.28
H 1.12 2.01 -1.00
*
```

Computed properties:
LUMO energy = 0.635 eV
ΔE to the lowest compared entry with this formula, charge and spin = 69.9 kcal/mol
Energy = -46403.7109 eV

=====

ORCA calculation (the ωB97M-V functional and the def2-TZVPD basis) on a structure of composition CH3I2N in a non-equilibrium geometry.

Structure (ORCA input):
```
! wB97M-V def2-TZVPD RIJCOSX def2/J DEFGRID3
* xyz 0 1
I -1.06 -0.69 -2.00
H -0.58 1.41 0.29
H 0.14 0.48 1.67
N -0.66 -1.14 -0.09
C 0.01 0.60 0.49
H 0.20 -1.59 0.14
I 1.95 0.93 -0.49
*
```

Computed properties:
LUMO energy = -0.111 eV
ΔE to the lowest compared entry with this formula, charge and spin = 44.4 kcal/mol
Energy = -18773.9341 eV